(1)
Density functional theory data (ωB97M-V with the def2-TZVPD basis set) for a structure of composition C24H54AsN4O4PSi2Ti.

Positions of all 91 atoms, in Å:
Ti (0.4490, 1.5085, 0.6177)
O (1.6530, 6.9595, -0.6629)
C (2.2228, 6.6339, 0.4778)
O (2.6760, 7.4381, 1.2471)
C (2.2904, 5.1780, 0.8358)
C (2.9022, 4.7405, 1.9960)
N (2.7597, 3.4077, 2.0505)
N (2.1277, 2.9266, 0.9667)
C (1.8387, 3.9993, 0.2234)
C (1.0416, 3.7427, -1.0297)
O (0.7709, 4.6623, -1.7729)
O (0.6795, 2.5013, -1.1412)
H (1.3266, 6.1731, -1.1680)
H (3.4224, 5.3074, 2.7508)
H (3.1671, 2.7676, 2.7154)
N (-0.2844, 2.3731, 2.4729)
C (-1.3707, 1.5357, 3.0689)
C (-2.7401, 2.1545, 2.8582)
C (-3.0939, 2.4498, 1.4000)
C (-2.8701, 1.2661, 0.4669)
N (-1.5389, 1.3024, -0.1977)
H (0.5040, 2.4004, 3.1140)
H (-0.6054, 3.3383, 2.4131)
H (-1.1834, 1.4014, 4.1343)
H (-1.3136, 0.5426, 2.6154)
H (-2.8205, 3.0667, 3.4560)
H (-3.4728, 1.4562, 3.2692)
H (-2.5318, 3.3120, 1.0233)
H (-4.1393, 2.7559, 1.3622)
H (-3.6396, 1.2314, -0.3045)
H (-2.9424, 0.3214, 1.0108)
H (-1.5502, 2.0493, -0.8906)
H (-1.5144, 0.4239, -0.7670)
C (3.3545, 0.1987, -1.5444)
Si (3.3822, -0.7331, 0.0715)
C (3.9085, -2.5023, -0.2029)
C (4.5676, 0.1124, 1.2513)
As (1.1511, -0.8587, 0.8930)
Si (1.4355, -1.2848, 3.1883)
C (-0.2362, -1.8234, 3.8622)
C (2.0748, 0.1922, 4.1734)
C (2.6722, -2.6714, 3.3671)
H (4.3643, 0.2331, -1.9616)
H (3.0093, 1.2273, -1.4187)
H (2.7049, -0.2822, -2.2771)
H (4.9111, -2.5384, -0.6372)
H (3.2233, -3.0030, -0.8899)
H (3.9219, -3.0725, 0.7265)
H (5.5812, 0.0198, 0.8510)
H (4.5670, -0.3288, 2.2483)
H (4.3484, 1.1794, 1.3292)
H (-1.0434, -1.6785, 3.1424)
H (-0.4941, -1.2913, 4.7807)
H (-0.2114, -2.8895, 4.0966)
H (1.2948, 0.9302, 4.3770)
H (2.9059, 0.6660, 3.6458)
H (2.4501, -0.1381, 5.1455)
H (2.3765, -3.5396, 2.7757)
H (2.7281, -2.9782, 4.4150)
H (3.6747, -2.3762, 3.0528)
C (-0.7327, -4.1440, -2.6260)
C (-0.9839, -3.0308, -1.6087)
C (-1.5430, -3.5849, -0.2955)
P (-1.9885, -1.5451, -2.0751)
C (-1.4297, -0.9756, -3.7501)
C (-1.7312, -1.8098, -4.9965)
C (0.0616, -0.6415, -3.6499)
C (-3.7623, -2.0754, -2.2319)
C (-4.1011, -3.3817, -2.9508)
C (-4.5657, -0.9066, -2.8104)
H (-0.1510, -4.9407, -2.1554)
H (-0.1580, -3.7896, -3.4795)
H (-1.6513, -4.5898, -3.0024)
H (-0.0114, -2.5877, -1.3653)
H (-2.5170, -4.0577, -0.4339)
H (-1.6521, -2.7976, 0.4549)
H (-0.8671, -4.3403, 0.1104)
H (-1.9608, -0.0234, -3.8643)
H (-1.3078, -2.8101, -4.9407)
H (-1.3051, -1.3210, -5.8756)
H (-2.8008, -1.9083, -5.1717)
H (0.6657, -1.5463, -3.5487)
H (0.2757, 0.0050, -2.7938)
H (0.3976, -0.1192, -4.5474)
H (-4.0708, -2.1894, -1.1860)
H (-3.7377, -3.4012, -3.9766)
H (-5.1855, -3.5115, -2.9853)
H (-3.6898, -4.2471, -2.4346)
H (-4.3319, -0.7377, -3.8623)
H (-4.3722, 0.0261, -2.2754)
H (-5.6351, -1.1136, -2.7444)

Computed properties:
Expectation value of S²: 0.76
Spin multiplicity: 2
Calculated total energy in a.u.: -5472.4480
Frontier orbital gap (alpha / beta) in eV: 7.50 / 7.63
Highest occupied orbital energy (alpha / beta) in eV: -10.64 / -10.66
Charge: +1



(2)
Density functional theory data (ωB97M-V with the def2-TZVPD basis set) for a cluster of 2 separate species, C5H5N4O3 in total at a distorted geometry.

Positions of all 17 atoms, in Å:
C (-1.7476, 1.8534, 0.8576)
C (2.0443, -0.9670, -1.8291)
C (1.7044, 0.2146, -1.4315)
C (1.0551, -2.2897, -1.3956)
C (0.0213, 0.7867, 2.1519)
N (-2.6303, 1.3705, 0.0328)
N (-2.4545, 0.1646, -0.2877)
N (-1.3305, -0.2438, 0.5682)
N (-0.9254, 0.8205, 1.2400)
O (0.3653, -2.1805, -0.3614)
O (1.2773, -3.2634, -2.0904)
O (1.1769, 1.1781, -0.9334)
H (-1.7806, 2.9187, 1.0364)
H (2.7758, -1.1706, -2.4946)
H (0.2380, 1.7666, 2.5879)
H (0.8088, -0.0971, 2.0973)
H (-0.5982, -0.8616, 0.2518)

Computed properties:
Calculated total energy in a.u.: -638.1838
Frontier orbital gap in eV: 7.55
Highest occupied orbital energy in eV: -3.94
Charge: -1



(3)
Density functional theory data (ωB97M-V with the def2-TZVPD basis set) for a structure of composition C21H17N5PdS2Te at a distorted geometry.

Positions of all 47 atoms, in Å:
Pd (0.3597, -0.3353, 0.1794)
S (0.1148, -0.1217, 2.5750)
C (-0.9209, -1.5150, 2.8053)
C (-1.2874, -1.6983, 4.1354)
N (-1.6012, -1.8001, 5.2462)
C (-1.4030, -2.4076, 1.8603)
S (-1.2387, -2.3747, 0.1433)
C (-2.0957, -3.5460, 2.2797)
N (-2.6227, -4.5418, 2.5420)
C (0.0318, 1.2006, -2.9889)
C (0.5136, -0.1979, -3.0448)
N (0.8475, -0.9258, -2.0117)
C (1.1823, -2.1599, -2.4725)
C (1.0649, -2.1838, -3.8286)
N (0.6401, -0.9267, -4.1895)
H (-0.4224, 1.3476, -1.9970)
H (-0.7104, 1.3977, -3.7620)
H (0.8590, 1.9023, -3.0852)
H (1.4725, -2.9502, -1.8066)
H (1.2296, -2.9562, -4.5538)
H (0.4552, -0.6026, -5.1241)
N (-2.1052, 1.4133, 0.8361)
C (-1.2209, 1.2024, 0.0655)
H (-2.4717, 1.1262, 1.7313)
Te (2.6124, 1.0358, 0.1223)
C (3.1089, -1.0369, -0.0012)
C (3.8698, -1.5533, -1.0389)
C (4.1245, -2.9131, -1.1217)
C (3.5994, -3.7714, -0.1730)
C (2.8268, -3.2660, 0.8628)
C (2.5763, -1.9060, 0.9475)
C (4.9529, 1.2773, -0.1668)
C (5.5714, 1.4856, -1.3922)
C (6.9526, 1.4804, -1.5177)
C (7.7537, 1.3032, -0.4014)
C (7.1571, 1.1260, 0.8354)
C (5.7764, 1.1050, 0.9394)
H (4.2762, -0.8866, -1.7880)
H (4.7333, -3.3031, -1.9312)
H (3.7926, -4.8354, -0.2392)
H (2.4221, -3.9343, 1.6128)
H (2.0324, -1.5172, 1.8077)
H (4.9574, 1.6406, -2.2717)
H (7.4127, 1.6018, -2.4934)
H (8.8355, 1.2850, -0.4951)
H (7.7716, 0.9847, 1.7186)
H (5.3142, 0.9378, 1.9052)

Computed properties:
Calculated total energy in a.u.: -2276.4570
Frontier orbital gap in eV: 4.41
Highest occupied orbital energy in eV: -0.10
Charge: -2



(4)
Density functional theory data (ωB97M-V with the def2-TZVPD basis set) for an isolated molecule of C5H6OS2 at a distorted geometry.

Positions of all 14 atoms, in Å:
C (0.9542, -2.6375, -0.2890)
C (-0.5754, -0.3774, -0.2037)
C (-0.9276, 1.0126, -0.6452)
C (-0.5767, 2.1786, -0.1338)
C (0.3908, 2.3183, 0.9639)
H (1.7963, -3.1784, -0.8096)
H (0.1078, -3.2820, -0.4518)
H (1.0112, -2.4316, 0.8006)
H (-1.7739, 0.9531, -1.4386)
H (-1.1759, 3.0751, -0.4426)
H (0.6710, 3.3002, 1.4057)
O (0.8635, 1.2768, 1.4194)
S (0.7392, -1.0936, -1.1381)
S (-1.5045, -1.1141, 0.9629)

Computed properties:
Calculated total energy in a.u.: -1065.6704
Frontier orbital gap in eV: 8.44
Highest occupied orbital energy in eV: -8.68
Charge: 0
SMILES string: CSC(=S)/C=C\C=O



(5)
Density functional theory data (ωB97M-V with the def2-TZVPD basis set) for an isolated molecule of C5H6N2O at a distorted geometry.

Positions of all 14 atoms, in Å:
C (1.3630, 1.9270, 0.0115)
C (1.0069, 0.4945, 0.0316)
C (1.7622, -0.5962, -0.0822)
C (-0.3509, -0.0108, 0.0983)
C (-1.4725, 0.6986, 0.0070)
H (1.2290, 2.2747, 1.0857)
H (0.6745, 2.3353, -0.6900)
H (2.4653, 1.9443, -0.2162)
H (2.8333, -0.6330, -0.4473)
H (-1.5566, 1.7631, -0.0031)
H (-3.2399, 0.5747, -0.5932)
N (0.9524, -1.8117, -0.0614)
N (-0.2780, -1.5189, 0.1596)
O (-2.6223, -0.0030, -0.0275)

Computed properties:
Calculated total energy in a.u.: -378.7760
Frontier orbital gap in eV: 8.87
Highest occupied orbital energy in eV: -9.13
Charge: 0
SMILES string: CC1=CN=N/C1=C\O



Question: calculated total energy of number 5 (C5H6N2O)?
Answer: -378.7760 a.u.



Question: What is the charge in the third record?
Answer: -2



Question: calculated total energy of number 5 (C5H6N2O)?
Answer: -378.7760 a.u.